Entry 1:
{
  "formula": "C2H12O3S",
  "method": "ωB97M-V with the def2-TZVPD basis set",
  "homo_lumo_gap_ev": 8.81,
  "e_tot_ev": -19246.01292,
  "smiles": "CSC.O.O.O",
  "charge": 0,
  "relative_energy_kcal_mol": 16.70,
  "symbols": ["H", "H", "H", "H", "H", "H", "H", "C", "S", "H", "H", "O", "O", "H", "H", "O", "C", "H"],
  "xyz": [[1.10571, -0.83818, -1.52806], [1.28835, 0.77049, 2.59408], [-1.35444, 3.49635, 2.21007], [0.58112, -2.05634, -7.24007], [-1.28878, 0.76951, 2.88426], [-0.39251, -3.06436, -6.52033], [-0.93091, 3.40967, 3.63761], [1.38874, 0.06488, 1.77220], [0.99614, 0.79849, 0.17336], [-1.77460, -0.08890, 1.72707], [2.43454, -0.23691, 1.79197], [-0.33777, -2.22378, -6.98439], [-1.09113, 2.84021, 2.86599], [0.27346, -1.54625, -0.10587], [0.79994, -0.80973, 1.99818], [-1.57663, -0.13996, 2.67268], [0.41133, -0.65868, -0.71767], [-0.53256, -0.48651, -1.23109]]
}

***

Entry 2:
{
  "formula": "C12H7N2O5STi",
  "method": "ωB97M-V with the def2-TZVPD basis set",
  "homo_lumo_gap_ev": [5.23, 5.26],
  "e_tot_ev": -59703.21719,
  "charge": 2,
  "multiplicity": 2,
  "relative_energy_kcal_mol": 62.36,
  "symbols": ["C", "C", "H", "C", "C", "O", "C", "H", "Ti", "N", "H", "S", "H", "N", "C", "O", "C", "H", "H", "O", "C", "C", "C", "C", "C", "O", "O", "H"],
  "xyz": [[-1.03346, 0.16172, 0.93458], [-0.10415, 2.04307, 0.09035], [0.33521, 2.69916, -1.76190], [3.79949, -3.64936, -3.08393], [-2.86558, 0.78980, 2.40030], [-0.85289, -2.29292, -2.85536], [3.23245, 1.26186, 0.20055], [-0.86496, -1.89734, 0.36456], [1.78235, 0.46223, -0.97847], [0.02715, 0.73294, 0.16772], [0.91450, 3.66264, -0.52355], [-1.29158, 2.77719, 1.08512], [-3.38887, 1.56181, 2.96060], [0.76138, 2.68935, -0.81112], [-2.51188, -1.53627, 1.75898], [4.78580, -4.17053, -2.83669], [0.08108, 0.01615, -2.61509], [-4.04282, -0.87892, 3.15079], [-2.83102, -2.58426, 1.80195], [1.91443, -2.18380, 0.63840], [1.80640, -1.24672, -0.06360], [-1.80422, 1.14292, 1.56896], [-3.21647, -0.57276, 2.50045], [-0.47687, -1.17727, -2.72007], [-1.40848, -1.17187, 0.96882], [-0.10721, 1.16302, -3.10296], [3.72711, 2.03316, 0.95262], [3.63309, 0.16500, -0.19203]]
}

***

Entry 3:
{
  "formula": "C20H21ClN5O2Se2W",
  "method": "ωB97M-V with the def2-TZVPD basis set",
  "homo_lumo_gap_ev": [5.74, 6.01],
  "e_tot_ev": -177639.69364,
  "charge": 3,
  "multiplicity": 3,
  "relative_energy_kcal_mol": 0.00,
  "symbols": ["C", "H", "N", "C", "C", "H", "C", "H", "H", "H", "C", "H", "C", "O", "C", "C", "C", "H", "H", "C", "O", "C", "C", "W", "C", "C", "H", "N", "H", "H", "Se", "C", "N", "H", "H", "H", "C", "C", "H", "H", "H", "N", "Cl", "C", "C", "H", "N", "H", "C", "H", "H", "Se"],
  "xyz": [[-1.86259, -2.35427, -1.18471], [3.58870, -0.38564, 3.54031], [3.52471, 1.56835, 2.77660], [-2.63588, -5.04340, -1.57338], [-2.94495, 2.81173, -2.49959], [4.87223, 0.41578, 1.62841], [1.56587, 0.09755, 2.80475], [2.70988, 0.77051, 4.55173], [2.09122, 2.89970, 3.53446], [4.31246, 1.92814, 3.31846], [-3.03130, 2.28927, -3.83408], [-3.34276, -1.86370, -2.65031], [-1.92434, 2.49457, -1.64983], [0.32656, -2.02955, 0.69251], [1.48309, 2.16337, 1.54929], [-1.23793, -3.42108, -0.46696], [-2.08907, 1.44797, -4.31842], [0.26295, -4.02754, 0.93691], [0.48537, 2.44778, 1.87504], [-1.00436, 1.08575, -3.46023], [-1.51383, -1.09530, -0.99713], [2.52367, 2.67073, 2.56214], [-2.12354, 0.96400, 2.34524], [-0.23136, -0.20586, 0.19760], [-1.64851, -4.77472, -0.67438], [2.87870, 0.43948, 3.52915], [0.70547, 0.50099, 3.33509], [-0.05115, 0.25217, -3.81792], [-1.17549, -5.57650, -0.12247], [2.80465, 0.63753, -0.27457], [-3.29021, 1.57676, 3.39800], [4.02144, 1.06973, 1.44998], [1.55725, 0.67674, 1.42871], [3.05906, 3.54624, 2.20075], [2.97714, -0.74607, 0.81697], [4.35834, 1.93948, 0.88884], [-0.19825, -3.19168, 0.41565], [-3.23660, -3.97590, -2.28630], [-2.11884, 1.05766, -5.32642], [-1.86514, 2.92019, -0.65708], [-4.02064, -4.21137, -2.99574], [-1.27675, 0.53152, 1.58034], [-3.16803, -6.64010, -1.86245], [-2.86375, -2.66542, -2.10549], [2.84900, 0.33502, 0.77048], [1.45013, -0.98215, 2.73924], [0.16156, 1.23732, -1.39363], [1.64901, 2.58055, 0.55718], [-0.91898, 1.62682, -2.11688], [-3.85998, 2.59214, -4.45936], [-3.71586, 3.49536, -2.16767], [1.13159, 0.11936, -2.52884]]
}